[1]
{"formula": "C22H55N11O11", "method": "ωB97M-V/def2-TZVPD", "homo_ha": -0.3441, "e_above_lowest_ev": 0.000, "smiles": "CC(N)=O.CC(N)=O.CC(N)=O.CC(N)=O.CC(N)=O.CC(N)=O.CC(N)=O.CC(N)=O.CC(N)=O.CC(N)=O.CC(N)=O", "homo_lumo_gap_ev": 9.80, "species": ["C", "C", "N", "O", "H", "H", "H", "H", "H", "C", "C", "N", "O", "H", "H", "H", "H", "H", "C", "C", "N", "O", "H", "H", "H", "H", "H", "C", "C", "N", "O", "H", "H", "H", "H", "H", "C", "C", "N", "O", "H", "H", "H", "H", "H", "C", "C", "N", "O", "H", "H", "H", "H", "H", "C", "C", "N", "O", "H", "H", "H", "H", "H", "C", "C", "N", "O", "H", "H", "H", "H", "H", "C", "C", "N", "O", "H", "H", "H", "H", "H", "C", "C", "N", "O", "H", "H", "H", "H", "H", "C", "C", "N", "O", "H", "H", "H", "H", "H"], "positions_angstrom": [[6.60614, 6.39534, 23.20426], [5.49125, 7.45567, 23.18005], [4.37374, 7.31026, 23.95023], [5.64386, 8.35445, 22.36536], [7.37799, 6.60856, 22.43967], [6.20580, 5.41174, 23.04641], [7.13019, 6.40131, 24.17732], [3.76533, 8.08698, 23.81924], [4.14121, 6.51045, 24.49682], [-0.93610, -2.10870, 20.03798], [-0.80539, -0.88142, 19.13476], [-1.81711, -0.49570, 18.34547], [0.21976, -0.22776, 19.09715], [-0.25544, -2.05247, 20.88558], [-0.59721, -3.06760, 19.53734], [-1.97200, -2.23423, 20.34015], [-1.64578, 0.17802, 17.57798], [-2.68768, -1.00562, 18.28764], [5.43978, 7.08049, 17.86226], [4.07560, 7.50140, 18.41045], [4.04357, 7.72843, 19.71989], [3.05113, 7.53329, 17.71375], [6.33379, 7.42361, 18.36467], [5.51252, 7.52775, 16.88053], [5.57514, 5.99558, 17.81727], [4.79623, 8.02579, 20.30253], [3.15693, 7.97586, 20.10077], [-0.06599, 2.29720, 15.38646], [-1.44321, 2.16196, 16.06415], [-1.67294, 3.00804, 17.10846], [-2.31008, 1.34313, 15.81051], [0.49137, 3.21424, 15.56916], [-0.14433, 2.15695, 14.28600], [0.46181, 1.40690, 15.74913], [-2.57685, 2.87435, 17.52206], [-1.03174, 3.71407, 17.44694], [4.14345, -1.59152, 22.41635], [2.73066, -1.66350, 21.79452], [2.31764, -0.52580, 21.11386], [1.97450, -2.60430, 21.96687], [4.83896, -1.78064, 21.56449], [4.18148, -2.45277, 23.11048], [4.53646, -0.75189, 23.00293], [2.99798, 0.22973, 20.94292], [1.44241, -0.45013, 20.64386], [0.29762, 6.73170, 16.66294], [0.43769, 5.72418, 17.78972], [-0.08773, 6.18295, 18.99856], [0.88209, 4.59720, 17.71365], [-0.22057, 6.24526, 15.81404], [1.24137, 7.22296, 16.44437], [-0.32534, 7.59643, 16.95622], [-0.24042, 7.17107, 19.08274], [0.01454, 5.59277, 19.81257], [5.39849, 3.01917, 24.06552], [4.55348, 3.48990, 25.17397], [4.23977, 2.66989, 26.18268], [4.07881, 4.64259, 25.08290], [6.42289, 3.16293, 24.35885], [5.21524, 3.53905, 23.13449], [5.31278, 1.96469, 23.81085], [3.70101, 3.09063, 26.90377], [4.62464, 1.74848, 26.36248], [4.97873, 2.17548, 15.50963], [5.27341, 1.95496, 17.02949], [5.07946, 0.71161, 17.55922], [5.79803, 2.84969, 17.65697], [3.94784, 2.56106, 15.33409], [5.13656, 1.20483, 15.05146], [5.72652, 2.88495, 15.14344], [5.21532, 0.45743, 18.52088], [4.60635, -0.01736, 17.08116], [9.30362, 2.54540, 21.35909], [7.88813, 1.97102, 21.60720], [7.03034, 2.04960, 20.57463], [7.55363, 1.41550, 22.64559], [10.13830, 1.96023, 21.74217], [9.33955, 3.49267, 21.90736], [9.47898, 2.78604, 20.30654], [7.25550, 2.61425, 19.76330], [6.12875, 1.58293, 20.73030], [0.65198, 4.68619, 23.98304], [0.56125, 4.31932, 22.52178], [0.86264, 3.02846, 22.24630], [0.17872, 5.06629, 21.66055], [-0.25536, 4.84297, 24.50968], [1.05009, 5.68457, 24.06019], [1.30019, 3.94810, 24.51688], [0.78227, 2.65072, 21.32274], [1.00678, 2.44151, 23.01235], [3.77150, 4.26793, 20.04887], [3.46708, 2.84716, 19.78989], [2.45063, 2.65082, 18.94019], [3.97260, 1.91301, 20.41478], [2.96632, 4.75920, 20.61573], [3.82539, 4.86703, 19.11886], [4.67820, 4.43743, 20.64258], [2.23024, 1.69455, 18.64353], [1.91005, 3.42243, 18.57491]]}

---

[2]
{"formula": "C22H57Cu2O21PbS6", "method": "ωB97M-V/def2-TZVPD", "charge": 2, "homo_ha": [-0.4380, -0.5145], "spin_multiplicity": 4, "s_squared": 3.768, "homo_lumo_gap_ev": [6.06, 5.71], "species": ["Pb", "Cu", "Cu", "C", "C", "O", "H", "H", "H", "H", "H", "O", "C", "C", "O", "H", "H", "H", "H", "O", "S", "O", "O", "C", "C", "C", "H", "H", "H", "H", "H", "H", "H", "H", "O", "S", "O", "O", "C", "C", "C", "H", "H", "H", "H", "H", "H", "H", "H", "O", "S", "O", "O", "C", "C", "C", "H", "H", "H", "H", "H", "H", "H", "H", "O", "S", "O", "O", "C", "C", "C", "H", "H", "H", "H", "H", "H", "H", "H", "O", "S", "O", "O", "C", "C", "C", "H", "H", "H", "H", "H", "H", "H", "H", "O", "S", "O", "O", "C", "C", "C", "H", "H", "H", "H", "H", "H", "H", "H"], "positions_angstrom": [[3.12905, -3.79156, -1.72522], [-1.23175, 1.58037, -3.63517], [0.57300, -1.29780, -3.05075], [-2.75027, -1.34394, -5.89255], [-1.23748, -0.92126, -5.92427], [-0.69352, -0.35611, -4.74259], [-3.44056, -0.96184, -5.14049], [-2.69628, -2.42481, -5.76248], [-3.22587, -1.13522, -6.85084], [-0.97732, -0.21122, -6.70928], [-0.60521, -1.79903, -6.05783], [-0.18612, 0.59144, -1.96534], [0.16340, 0.37354, -0.59316], [1.47355, -0.53287, -0.27028], [1.61577, -1.74490, -0.97990], [-0.77364, 0.01931, -0.16352], [0.31957, 1.29684, -0.03527], [1.63517, -0.71077, 0.79289], [2.27312, 0.12713, -0.60677], [2.14874, -0.65184, 8.38149], [1.68445, -1.05992, 7.05328], [0.35207, -1.44919, 6.71054], [2.13239, 0.14955, 5.99311], [1.11598, 0.87342, 5.33108], [0.87161, 0.35888, 3.87725], [2.86659, -2.19474, 6.36698], [1.52687, 1.87150, 5.17907], [0.16798, 0.97746, 5.85888], [1.76613, 0.34492, 3.25457], [0.13729, 0.99658, 3.38511], [0.45212, -0.62029, 4.10825], [2.63234, -2.44174, 5.33150], [2.76507, -3.04928, 7.03597], [3.86808, -1.77454, 6.45954], [0.94199, 2.21598, -4.26934], [2.23731, 1.57978, -3.95594], [2.39421, 0.15251, -3.63055], [3.31562, 1.97102, -5.18242], [3.07621, 3.13866, -5.91433], [4.09544, 3.27005, -7.00360], [3.15793, 2.54149, -2.57270], [3.18202, 4.06620, -5.35169], [2.08000, 3.07799, -6.35249], [3.82796, 2.58129, -7.80496], [5.08694, 2.90762, -6.73214], [3.98912, 4.30080, -7.34176], [3.09975, 3.52870, -3.03111], [4.20588, 2.24643, -2.51949], [2.68658, 2.49523, -1.59097], [6.47815, -2.57313, 1.45737], [5.03626, -2.61527, 1.57014], [4.33233, -3.14711, 0.47638], [4.61954, -3.29689, 3.04718], [5.15207, -4.59185, 3.28952], [4.42470, -5.16866, 4.55862], [4.41813, -0.81371, 2.08224], [6.16009, -4.32309, 3.60537], [5.01484, -5.31407, 2.48475], [4.36293, -4.30747, 5.22392], [5.01691, -5.90352, 5.10393], [3.45249, -5.51103, 4.20408], [3.38177, -0.97069, 2.38131], [4.52654, -0.06353, 1.29894], [5.00355, -0.66929, 2.99028], [-5.32595, 2.79468, -2.95872], [-4.76284, 1.49175, -2.92218], [-3.36432, 1.22230, -3.10373], [-4.95732, 0.89968, -1.42013], [-4.72184, 1.70583, -0.33183], [-3.19093, 1.71486, 0.07456], [-5.80863, 0.18369, -3.81764], [-5.35593, 1.19141, 0.39024], [-5.18575, 2.69152, -0.36784], [-3.13052, 2.27833, 1.00566], [-2.58751, 2.12690, -0.73427], [-2.89899, 0.69641, 0.33071], [-5.73241, 0.40712, -4.88177], [-6.84331, 0.29852, -3.49464], [-5.43798, -0.77572, -3.45671], [-0.86157, 6.20915, 2.86316], [-0.77644, 4.83460, 2.41588], [0.19753, 3.82176, 2.90408], [-2.28509, 4.13434, 2.44388], [-2.69402, 3.56604, 3.69259], [-3.57540, 2.29090, 3.52568], [-0.55360, 4.86939, 0.64142], [-3.17221, 4.24876, 4.39496], [-1.78727, 3.10811, 4.08779], [-3.17196, 1.46511, 2.93967], [-4.54148, 2.52254, 3.07721], [-3.80715, 2.01357, 4.55402], [-0.39627, 3.83682, 0.32975], [0.29042, 5.52021, 0.41301], [-1.41976, 5.08246, 0.01494], [-2.38133, -4.83502, -2.87759], [-1.86059, -3.78737, -2.00639], [-1.07989, -2.69704, -2.56574], [-3.25248, -3.11206, -1.39036], [-3.26168, -1.99836, -0.49861], [-4.25615, -2.32248, 0.63067], [-0.94652, -4.34316, -0.41776], [-3.70379, -1.17234, -1.05566], [-2.32610, -1.60864, -0.09748], [-5.23737, -2.43894, 0.17052], [-4.09940, -1.41834, 1.21897], [-3.93566, -3.17896, 1.22381], [-0.36426, -5.20082, -0.75462], [-1.75126, -4.64162, 0.25410], [-0.29460, -3.58837, 0.02203]]}

---

[3]
{"formula": "C22H58N4O2PtSi4Te2", "method": "ωB97M-V/def2-TZVPD", "charge": 4, "homo_ha": [-0.7019, -0.7018], "e_above_lowest_ev": 4.019, "homo_lumo_gap_ev": [4.26, 4.26], "species": ["Pt", "N", "C", "C", "C", "C", "N", "C", "N", "N", "C", "O", "O", "H", "H", "H", "H", "H", "H", "H", "H", "H", "H", "H", "H", "H", "H", "C", "Si", "C", "C", "C", "Te", "C", "Si", "C", "C", "C", "H", "H", "H", "H", "H", "H", "H", "H", "H", "H", "H", "H", "H", "H", "H", "H", "H", "H", "H", "H", "H", "H", "C", "Si", "C", "C", "C", "Te", "C", "Si", "C", "C", "C", "H", "H", "H", "H", "H", "H", "H", "H", "H", "H", "H", "H", "H", "H", "H", "H", "H", "H", "H", "H", "H", "H"], "positions_angstrom": [[1.04485, -1.31045, 0.29399], [0.02214, -0.52799, -1.81927], [-1.08215, 0.42525, -1.50205], [-2.19626, 0.38307, -2.55560], [-3.09210, 1.64207, -2.66774], [-4.52130, 1.54042, -2.11486], [-4.64387, 2.00664, -0.73080], [-5.77536, 2.42719, -0.15990], [-5.77282, 2.77640, 1.12953], [-6.91220, 2.47891, -0.83854], [-1.50548, -0.05894, -0.10135], [-1.03126, 0.53134, 0.89810], [-2.14151, -1.14646, -0.05953], [0.62878, -0.14339, -2.54011], [-0.36956, -1.39857, -2.17608], [-0.66397, 1.42642, -1.40027], [-2.80466, -0.50803, -2.38549], [-1.70346, 0.24954, -3.52167], [-3.19586, 1.86302, -3.72831], [-2.59686, 2.50906, -2.22213], [-4.87898, 0.51049, -2.19573], [-5.16041, 2.17198, -2.73217], [-3.82449, 1.95643, -0.14860], [-4.92704, 2.82872, 1.66800], [-6.59889, 3.17391, 1.54787], [-6.97280, 2.24463, -1.81473], [-7.75041, 2.83588, -0.40738], [6.03553, 2.23772, -1.80478], [4.88094, 1.32074, -2.97097], [3.41313, 2.33255, -3.59078], [5.85076, 0.58995, -4.41684], [4.07030, -0.18337, -1.99377], [2.83220, 0.52866, -0.44124], [4.30907, 0.44566, 1.04287], [4.52238, -1.34743, 1.77329], [5.97680, -1.23606, 2.94203], [4.67041, -2.62458, 0.40130], [2.84134, -1.57835, 2.62153], [6.58215, 2.99463, -2.36951], [6.77935, 1.57987, -1.35151], [5.49153, 2.75904, -1.01160], [3.76608, 3.27635, -4.00887], [2.72576, 2.57740, -2.77272], [2.86044, 1.82212, -4.38116], [6.24829, 1.41850, -5.00494], [5.20633, -0.01433, -5.05497], [6.68406, -0.01563, -4.06167], [4.84441, -0.80203, -1.54042], [3.47743, -0.79226, -2.67783], [4.01581, 1.12661, 1.84319], [5.24540, 0.79780, 0.60296], [6.90134, -1.04691, 2.39505], [6.09430, -2.18164, 3.47504], [5.84464, -0.44391, 3.67964], [5.57452, -2.48726, -0.19452], [3.80717, -2.62038, -0.27335], [4.74401, -3.62410, 0.83518], [2.62027, -0.78697, 3.33858], [2.79235, -2.53390, 3.14568], [2.03320, -1.56213, 1.83261], [-0.29537, -3.22255, 6.56490], [-0.87928, -2.12633, 5.13460], [-2.75710, -2.14933, 4.97704], [-0.18943, -0.37701, 5.04737], [-0.11865, -3.03674, 3.58841], [-1.00659, -2.05304, 1.90216], [-2.26863, -3.65241, 1.45057], [-1.41838, -5.02352, 0.29805], [-2.92110, -6.00111, -0.26169], [-0.14134, -5.95059, 1.30816], [-0.60767, -4.07987, -1.13038], [-0.61519, -2.73894, 7.49041], [0.78915, -3.32334, 6.56969], [-0.75406, -4.20848, 6.50377], [-3.21757, -1.55871, 5.76962], [-3.16520, -3.15838, 5.05348], [-3.07602, -1.71876, 4.01939], [-0.75769, 0.30193, 5.68435], [-0.23822, 0.01533, 4.02389], [0.84739, -0.32366, 5.38220], [-0.38489, -4.09292, 3.53556], [0.96174, -2.91856, 3.56771], [-3.13127, -3.24576, 0.92524], [-2.58151, -4.10976, 2.39115], [-3.44729, -6.43123, 0.59155], [-2.58737, -6.82504, -0.89672], [-3.62145, -5.39037, -0.83122], [-0.56614, -6.36700, 2.22379], [0.72903, -5.34511, 1.57078], [0.22339, -6.80038, 0.72633], [-1.35722, -3.49639, -1.66886], [-0.13031, -4.75848, -1.83861], [0.17658, -3.40026, -0.75157]]}

---

| no. | total energy (Ha) |
| --- | --- |
| 1 | -2301.518545 |
| 2 | -8314.456773 |
| 3 | -3054.485107 |